ORCA calculation (ωB97M-V/def2-TZVPD) on an isolated molecule of C4H9NO2.

## Properties
Maximum force   0.0181 Eh/bohr
LUMO   0.820 eV
SMILES   CC(C)NC(=O)O
DFT total energy   -9879.5596 eV
ΔE to the lowest compared entry with this formula, charge and spin   11.6 kcal per mole
Gap between HOMO and LUMO   10.45 eV
E_HOMO   -0.3540 hartree
Total charge   0

Geometry as XYZ:
```
16
Properties=species:S:1:pos:R:3:forces:R:3:mulliken_charge:R:1
C -0.438 -1.148 -1.421 -0.6 0.3 0.4 -1.29
C -0.642 -0.561 -0.013 0.7 0.2 -0.6 0.39
C -1.264 0.843 -0.091 -0.7 -0.1 -0.2 -1.29
N 0.643 -0.538 0.705 0.1 -0.3 0.6 -0.26
C 1.484 0.532 0.753 0.0 -0.1 -0.3 0.53
O 1.750 1.266 -0.169 -0.3 0.3 0.1 -0.55
O 2.020 0.704 1.989 -0.1 -0.2 0.1 -0.50
H -1.239 -0.771 -2.054 0.0 -0.2 -0.2 0.35
H 0.509 -0.773 -1.787 0.1 -0.1 -0.2 0.34
H -0.473 -2.234 -1.436 0.2 -0.1 0.0 0.32
H -1.296 -1.195 0.582 0.0 -0.1 0.0 0.38
H -2.290 0.832 0.286 0.1 -0.1 0.3 0.35
H -0.701 1.595 0.443 0.0 0.1 0.1 0.34
H -1.390 1.168 -1.121 0.4 0.1 -0.1 0.30
H 0.832 -1.265 1.374 -0.3 0.2 0.3 0.25
H 2.495 1.543 1.959 0.3 -0.1 -0.1 0.34
```
Forces are in eV/Å.